Record 1
{
  "formula": "C6H14N2O2",
  "method": "ωB97M-V with the def2-TZVPD basis set",
  "e_above_lowest_ev": 2.020,
  "smiles": "CNC(C)=O.CNC(C)=O",
  "homo_lumo_gap_ev": 9.982,
  "e_homo_ev": -9.4,
  "e_lumo_ev": 0.5533,
  "max_force_ha_per_bohr": 0.080,
  "elements": ["H", "C", "N", "O", "H", "H", "O", "H", "H", "H", "H", "C", "H", "H", "C", "C", "H", "C", "H", "H", "H", "N", "C", "H"],
  "coordinates": [[1.22, -0.59, -0.12], [0.46, -2.54, 0.06], [1.28, -1.52, -0.48], [0.77, -3.70, 0.12], [2.69, -1.15, -1.84], [-1.08, 0.26, -1.31], [0.52, 2.27, -0.86], [0.44, 1.47, 2.18], [-1.03, -1.08, 0.34], [-2.52, 1.23, -0.55], [-1.69, 1.94, 1.34], [-0.54, 2.10, -0.32], [2.23, -2.74, -1.82], [-0.24, -1.94, 1.87], [1.77, -1.77, -1.84], [-1.57, 1.22, -1.06], [-0.34, 2.91, 2.85], [-0.68, -1.95, 0.86], [0.95, 3.16, 1.66], [-1.64, 1.65, -2.11], [-1.50, -2.68, 0.83], [-0.92, 2.46, 0.95], [0.17, 2.50, 1.99], [1.24, -1.53, -2.73]],
  "mulliken_charge": [0.285, 0.591, -0.174, -0.560, 0.402, 0.146, -0.595, 0.281, 0.137, 0.339, 0.282, 0.714, 0.387, 0.239, -1.150, -0.886, 0.328, -0.817, 0.308, 0.313, 0.322, -0.343, -0.844, 0.294]
}


Record 2
{
  "formula": "C6H14N2O2",
  "method": "ωB97M-V with the def2-TZVPD basis set",
  "e_above_lowest_ev": 1.517,
  "smiles": "CNC(C)=O.CNC(C)=O",
  "homo_lumo_gap_ev": 9.937,
  "e_homo_ev": -9.3,
  "e_lumo_ev": 0.6468,
  "max_force_ha_per_bohr": 0.056,
  "elements": ["H", "O", "C", "H", "H", "C", "H", "H", "C", "C", "H", "H", "O", "H", "C", "H", "H", "H", "H", "H", "N", "N", "C", "H"],
  "coordinates": [[-0.13, -1.84, -2.58], [1.97, -2.01, -2.17], [-0.03, 2.66, -0.55], [-3.11, 1.36, 1.79], [3.29, -0.61, -0.34], [-2.15, 1.23, 2.29], [-0.59, -3.34, -1.93], [3.37, -2.43, 0.12], [2.74, -1.54, 0.01], [-0.56, -2.29, -1.64], [-2.13, 2.04, 3.06], [-2.00, 0.35, 2.89], [0.14, 1.21, 1.63], [0.38, 3.41, 0.09], [-1.03, 1.42, 1.29], [0.06, -2.12, 0.35], [-1.62, -2.05, -1.52], [2.48, -1.26, 1.05], [0.62, 1.89, -0.97], [-0.47, 3.25, -1.36], [0.41, -2.17, -0.59], [-1.22, 2.16, 0.17], [1.69, -1.83, -0.99], [-2.12, 2.49, -0.09]],
  "mulliken_charge": [0.289, -0.620, -0.810, 0.349, 0.245, -1.076, 0.327, 0.304, -0.968, -0.941, 0.265, 0.295, -0.626, 0.306, 0.762, 0.218, 0.340, 0.307, 0.207, 0.345, -0.146, -0.218, 0.648, 0.199]
}


Record 3
{
  "formula": "C6H14N2O2",
  "method": "ωB97M-V with the def2-TZVPD basis set",
  "e_above_lowest_ev": 7.278,
  "homo_lumo_gap_ev": 8.854,
  "e_homo_ev": -8.9,
  "e_lumo_ev": -0.0237,
  "max_force_ha_per_bohr": 0.188,
  "elements": ["C", "H", "H", "H", "H", "C", "C", "N", "H", "H", "H", "O", "N", "H", "C", "O", "H", "H", "C", "H", "C", "H", "H", "H"],
  "coordinates": [[-1.90, 1.18, -1.16], [4.40, -1.75, 1.20], [-0.74, -1.61, 0.76], [-0.74, -0.18, -3.38], [2.00, -2.39, 2.42], [-0.17, -0.95, 1.60], [-1.39, 2.15, -0.07], [-1.02, 0.12, -1.18], [4.19, -0.20, 2.01], [-1.92, 1.60, 0.77], [-0.42, 2.01, 0.27], [-2.96, 1.29, -1.82], [2.27, -1.23, 1.86], [-0.39, -1.32, 2.71], [-1.26, -0.74, -2.36], [1.28, 0.11, 0.33], [-0.72, 0.31, 1.28], [-1.95, 3.30, 0.03], [3.59, -1.04, 1.42], [-2.42, -0.48, -2.45], [1.30, -0.75, 1.20], [-0.77, -1.84, -2.36], [3.39, -0.23, 0.56], [-0.28, 0.23, -0.52]],
  "mulliken_charge": [0.829, 0.333, 0.241, 0.196, 0.367, -0.802, -1.338, 0.168, 0.267, 0.419, 0.539, -0.699, -0.238, 0.325, -0.822, -0.794, -0.060, 0.272, -0.847, 0.352, 0.796, 0.244, 0.260, -0.012]
}


Record 4
{
  "formula": "C6H14N2O2",
  "method": "ωB97M-V with the def2-TZVPD basis set",
  "e_above_lowest_ev": 0.271,
  "homo_lumo_gap_ev": [10.393, 4.919],
  "total_charge": 1,
  "e_homo_ev": [-13.5, -13.4],
  "multiplicity": 2,
  "e_lumo_ev": [-3.0580, -8.5194],
  "max_force_ha_per_bohr": 0.041,
  "elements": ["H", "H", "N", "C", "H", "H", "N", "H", "H", "C", "O", "C", "O", "H", "H", "H", "C", "H", "C", "C", "H", "H", "H", "H"],
  "coordinates": [[1.08, 0.04, 0.00], [2.09, -1.24, 2.03], [1.66, -0.81, 0.06], [-2.04, 1.33, 2.40], [2.97, 0.15, 1.31], [-3.11, 1.54, 2.43], [-2.41, 1.59, 0.02], [-3.37, 1.64, 0.26], [3.42, -1.54, 0.88], [0.66, -1.44, -2.11], [2.17, -2.79, -0.87], [1.56, -1.73, -0.94], [-0.28, 1.37, 0.79], [1.23, -1.55, -3.03], [0.17, -0.47, -2.10], [-0.09, -2.23, -2.15], [-1.50, 1.44, 0.99], [-1.91, 0.30, 2.73], [-2.04, 1.59, -1.39], [2.61, -0.86, 1.13], [-1.25, 2.33, -1.55], [-1.54, 2.02, 3.07], [-1.70, 0.59, -1.62], [-2.90, 1.85, -1.99]],
  "mulliken_charge": [0.336, 0.340, 0.172, -0.967, 0.338, 0.321, -0.162, 0.220, 0.383, -0.792, -0.394, 0.651, -0.778, 0.333, 0.144, 0.315, 0.686, 0.248, -0.665, -0.799, 0.274, 0.300, 0.130, 0.367]
}


Record 5
{
  "formula": "C6H14N2O2S",
  "method": "ωB97M-V with the def2-TZVPD basis set",
  "e_above_lowest_ev": 4.125,
  "homo_lumo_gap_ev": [6.288, 6.296],
  "e_homo_ev": [-7.1, -7.1],
  "e_lumo_ev": [-0.8059, -0.8030],
  "max_force_ha_per_bohr": 0.100,
  "elements": ["H", "H", "O", "H", "H", "H", "N", "C", "C", "H", "H", "H", "H", "N", "H", "H", "H", "S", "C", "H", "C", "O", "H", "C", "C"],
  "coordinates": [[-2.88, 0.53, 0.06], [0.48, -2.27, 0.84], [2.14, -0.64, -1.15], [0.35, 1.42, -1.34], [-0.85, 1.83, -0.07], [-1.86, -2.11, -1.95], [-0.09, -2.25, -0.02], [0.83, 0.74, 0.57], [-1.54, -0.63, 1.00], [4.08, -0.27, 1.21], [0.33, -2.49, -0.88], [-0.91, -0.72, 1.88], [-1.04, -0.55, -2.27], [3.74, 0.36, 0.54], [0.50, 2.79, -0.27], [-2.71, 0.90, 1.90], [4.36, 0.35, -0.23], [2.17, -0.27, 0.28], [-1.04, -1.31, -0.18], [-2.61, -0.57, -1.59], [-1.67, -1.14, -1.54], [2.16, -1.44, 1.14], [1.05, 1.21, 1.64], [-2.55, 0.26, 1.03], [0.15, 1.75, -0.27]],
  "mulliken_charge": [0.303, 0.342, -0.738, 0.223, 0.275, 0.432, -0.327, -0.202, -0.185, 0.286, 0.272, 0.193, 0.274, -0.694, 0.365, 0.299, 0.273, 1.274, 1.003, 0.406, -1.538, -0.804, 0.151, -0.786, -1.097]
}


Record 6
{
  "formula": "C6H14N2O2Tl",
  "method": "ωB97M-V with the def2-TZVPD basis set",
  "e_above_lowest_ev": 0.666,
  "homo_lumo_gap_ev": 2.754,
  "total_charge": 3,
  "e_homo_ev": -20.5,
  "e_lumo_ev": -17.7716,
  "max_force_ha_per_bohr": 0.053,
  "elements": ["H", "C", "C", "H", "H", "H", "H", "H", "H", "C", "Tl", "H", "H", "H", "N", "H", "O", "H", "N", "C", "H", "H", "O", "C", "C"],
  "coordinates": [[-2.82, -1.36, -3.14], [-0.11, -0.77, -3.24], [-1.46, -1.84, -1.45], [0.50, -2.08, -1.68], [-0.23, -1.37, -4.17], [3.24, 2.42, 0.60], [1.88, 1.44, -0.12], [-3.08, -0.52, -1.61], [3.14, 0.73, 0.99], [0.75, 1.10, 2.41], [0.01, -3.02, 2.17], [-0.36, 2.64, 3.36], [-0.88, 0.00, -3.39], [-3.48, -2.28, -1.77], [1.71, 1.92, 1.89], [1.94, 2.81, 2.35], [0.59, -0.04, 1.94], [0.66, 1.78, 4.43], [-0.29, -1.58, -2.10], [-2.80, -1.47, -2.05], [-0.84, 0.98, 3.88], [0.87, -0.27, -3.23], [-1.42, -2.44, -0.37], [2.53, 1.61, 0.74], [-0.02, 1.62, 3.59]],
  "mulliken_charge": [0.447, -0.759, 0.591, 0.323, 0.413, 0.373, 0.286, 0.347, 0.352, 0.699, 0.953, 0.408, 0.397, 0.348, 0.002, 0.359, -0.373, 0.401, 0.041, -1.038, 0.321, 0.332, -0.368, -0.698, -1.159]
}


Record 7
{
  "formula": "C6H14N2OS",
  "method": "ωB97M-V with the def2-TZVPD basis set",
  "e_above_lowest_ev": 1.944,
  "smiles": "CN[C@@](C)(C(O)=S)N(C)C",
  "homo_lumo_gap_ev": 9.021,
  "e_homo_ev": -8.3,
  "e_lumo_ev": 0.7293,
  "max_force_ha_per_bohr": 0.065,
  "elements": ["H", "H", "H", "H", "H", "N", "O", "C", "S", "H", "H", "H", "H", "H", "C", "C", "H", "C", "H", "C", "H", "N", "C", "H"],
  "coordinates": [[0.42, 2.33, -0.30], [-0.41, 1.32, 1.87], [0.64, -1.87, 1.39], [-0.06, -3.28, -0.25], [1.41, 1.18, 2.16], [0.14, -1.44, 0.59], [1.65, 0.21, -1.74], [-1.89, 0.06, -0.36], [3.22, 0.24, 0.29], [0.59, 0.17, -1.79], [-0.35, -1.89, -1.33], [-1.19, 2.29, 0.31], [-2.18, -0.20, 0.63], [1.32, -2.41, -1.03], [1.76, 0.15, -0.39], [0.43, 0.61, 1.80], [-2.00, -0.77, -1.05], [-0.52, 2.01, -0.51], [0.21, -0.23, 2.53], [0.27, -2.30, -0.59], [-0.78, 2.42, -1.48], [-0.55, 0.57, -0.44], [0.42, -0.05, 0.43], [-2.57, 0.90, -0.72]],
  "mulliken_charge": [0.438, 0.208, 0.297, 0.380, 0.292, -0.405, -0.569, -1.100, -0.340, 0.535, 0.320, 0.587, 0.349, 0.223, -0.330, -1.266, 0.261, -1.358, 0.414, -0.886, 0.259, -0.192, 1.482, 0.399]
}


Record 8
{
  "formula": "C6H14N2Si",
  "method": "ωB97M-V with the def2-TZVPD basis set",
  "e_above_lowest_ev": 7.154,
  "homo_lumo_gap_ev": [6.897, 6.902],
  "e_homo_ev": [-6.6, -6.6],
  "e_lumo_ev": [0.2582, 0.2589],
  "max_force_ha_per_bohr": 0.114,
  "elements": ["H", "H", "H", "N", "H", "C", "C", "H", "N", "C", "H", "Si", "H", "H", "H", "C", "H", "H", "H", "C", "H", "C", "H"],
  "coordinates": [[1.78, -0.74, 2.41], [-3.96, 0.84, -0.30], [-3.63, -1.67, -0.28], [-2.14, -0.08, -0.58], [1.73, 1.03, -2.87], [-3.05, 0.54, 0.25], [0.41, -1.91, -0.48], [1.36, -2.42, -0.65], [1.55, 0.94, -0.65], [0.96, -0.13, 2.15], [-2.85, 1.00, 1.21], [0.62, -0.19, 0.25], [1.33, 2.98, -1.01], [0.07, -0.65, 2.52], [-0.08, -2.49, 0.29], [-2.88, -0.95, 0.20], [1.08, 0.78, 2.72], [2.86, 2.49, -0.27], [3.07, 0.54, -1.89], [2.26, 1.16, -1.87], [-0.24, -1.86, -1.29], [2.06, 2.24, -0.84], [-2.30, -1.45, 0.99]],
  "mulliken_charge": [0.394, 0.233, 0.167, -0.485, 0.193, -0.231, -1.020, 0.384, 0.074, -1.003, 0.222, 0.156, 0.232, 0.276, 0.319, -0.420, 0.351, 0.280, 0.260, -0.432, 0.357, -0.361, 0.054]
}


Record 9
{
  "formula": "C6H14N3O",
  "method": "ωB97M-V with the def2-TZVPD basis set",
  "e_above_lowest_ev": 4.518,
  "homo_lumo_gap_ev": 9.287,
  "total_charge": 1,
  "e_homo_ev": -12.6,
  "e_lumo_ev": -3.2718,
  "max_force_ha_per_bohr": 0.082,
  "elements": ["H", "C", "C", "H", "C", "C", "H", "H", "H", "N", "H", "C", "C", "H", "H", "H", "N", "H", "H", "O", "H", "H", "N", "H"],
  "coordinates": [[-0.92, -2.80, -0.35], [1.88, 1.58, -2.57], [-0.83, -1.15, 1.31], [-1.92, 0.02, -3.40], [-1.11, 0.46, -2.91], [-1.46, -2.26, 0.43], [0.41, -0.69, 2.92], [2.54, 1.16, -3.28], [-2.41, -1.82, 0.11], [-0.89, 0.24, -1.64], [-1.72, -2.98, 1.32], [-0.91, 0.58, -0.42], [0.09, -1.60, 2.39], [0.73, -0.68, -0.13], [1.70, 0.84, -1.75], [-1.63, -0.48, 1.70], [0.58, 2.08, -3.04], [1.02, -2.13, 2.03], [0.39, 0.26, 1.08], [-0.35, 1.14, -3.69], [-0.37, -2.23, 3.17], [2.36, 2.43, -2.07], [-0.04, -0.30, 0.41], [0.68, 2.85, -3.78]],
  "mulliken_charge": [0.342, -0.442, 0.197, 0.382, 0.063, -1.074, 0.423, 0.322, 0.378, 0.077, 0.294, -0.489, -1.366, 0.423, -0.019, 0.298, -0.340, 0.336, 0.331, -0.160, 0.404, 0.322, 0.008, 0.290]
}


Record 10
{
  "formula": "C6H14N3PS",
  "method": "ωB97M-V with the def2-TZVPD basis set",
  "e_above_lowest_ev": 0.758,
  "smiles": "CNP(=CS)(N1CC1)N1CC1",
  "homo_lumo_gap_ev": 8.639,
  "e_homo_ev": -7.8,
  "e_lumo_ev": 0.8613,
  "max_force_ha_per_bohr": 0.083,
  "elements": ["N", "N", "H", "H", "H", "P", "C", "H", "H", "C", "H", "C", "H", "S", "H", "C", "C", "H", "H", "H", "C", "N", "H", "H", "H"],
  "coordinates": [[0.15, 1.20, 0.70], [0.20, -1.12, 1.30], [-2.52, 0.34, 1.10], [-2.85, 0.27, -2.02], [-0.68, 3.20, 0.60], [0.17, -0.27, -0.11], [1.31, 2.05, 0.36], [1.13, -0.52, -2.30], [-3.31, -0.91, 0.02], [1.29, -0.74, -1.31], [0.44, -2.59, 0.11], [-2.18, 0.45, -1.17], [1.40, -2.85, 1.60], [3.24, -0.36, -0.71], [1.78, 1.83, -0.58], [-0.03, 2.48, 0.06], [-2.54, -0.13, 0.15], [1.85, 2.60, 1.12], [0.75, -0.75, 2.06], [-0.36, -3.24, 1.59], [0.44, -2.57, 1.16], [-1.37, -0.60, -0.62], [3.59, -1.73, -0.71], [-0.20, 2.54, -1.08], [-1.69, 1.42, -1.29]],
  "mulliken_charge": [-0.160, -0.324, 0.272, 0.243, 0.234, 0.823, -0.680, 0.418, 0.268, -0.926, 0.362, -0.218, 0.298, -0.290, 0.339, -0.381, -0.376, 0.269, 0.329, 0.235, -0.827, -0.263, 0.140, 0.271, -0.056]
}


> Number 8 is which compound?

C6H14N2Si


> Which formula does entry 5 have?

C6H14N2O2S